Entry 1:
A molecular structure, C23H16AsO6Sn, computed with ωB97M-V/def2-TZVPD.

XYZ file:
```
47
Properties=species:S:1:pos:R:3:forces:R:3
O 2.47818 -2.23128 -2.42919 -2.18 1.38 1.33
C 1.63520 -1.68606 -1.89466 1.92 -1.21 -1.16
Sn -0.21234 0.10219 0.04090 -0.27 1.97 2.49
O 3.20249 0.36399 1.57736 -2.95 -0.53 -1.99
C 2.24047 0.22415 0.98234 2.42 0.65 1.87
C -2.11982 -0.55446 -1.07995 -3.74 -1.34 -2.32
O -3.26252 -0.24289 -1.02933 4.57 -0.48 0.58
C -0.43808 -2.16518 1.29530 -0.74 -3.05 2.67
O -0.69789 -3.02936 1.99497 0.86 2.73 -2.34
C 0.11133 1.83920 -1.80552 -0.10 3.60 -2.26
O 0.00616 2.76764 -2.46258 0.37 -3.11 2.06
H -1.55686 -1.31512 -1.72863 -1.34 0.53 0.29
O -1.14527 1.32271 1.39766 1.37 -1.61 -1.91
As -0.83875 2.39726 2.74250 0.06 0.82 1.16
C -2.06760 3.82985 2.42248 -0.40 0.03 0.01
C -2.01300 4.53192 1.20958 -0.05 0.34 0.11
C -2.78906 5.68716 1.05035 0.20 -0.41 -0.02
C -3.65733 6.09671 2.06951 0.15 -0.24 0.15
C -3.76966 5.34398 3.24439 0.18 -0.21 -0.12
C -2.98314 4.19888 3.42131 0.18 0.05 -0.03
C -1.14670 1.34364 4.31934 -0.03 0.03 0.31
C -1.01926 1.95460 5.57784 0.02 -0.06 0.01
C -1.15564 1.18801 6.74220 0.00 0.06 -0.36
C -1.41696 -0.18204 6.64647 0.02 0.13 -0.19
C -1.55979 -0.78441 5.39244 0.02 0.10 -0.24
C -1.43463 -0.02369 4.22508 0.16 0.11 0.07
C 1.01119 2.98315 2.70335 -0.26 -0.36 -0.03
C 1.47168 3.77050 1.64665 0.30 0.12 -0.24
C 2.75730 4.32022 1.70365 -0.20 -0.16 -0.21
C 3.57825 4.08041 2.80928 -0.13 -0.15 0.03
C 3.12341 3.26418 3.84841 -0.15 -0.13 -0.08
C 1.84147 2.70517 3.79325 0.06 0.00 0.15
H -1.37378 4.17584 0.39834 -0.12 0.30 0.19
H -2.70593 6.26443 0.12761 -0.11 -0.20 0.29
H -4.25619 6.99909 1.94284 0.18 -0.26 0.03
H -4.46254 5.64433 4.03215 0.20 -0.10 -0.28
H -3.07385 3.59152 4.32306 -0.01 0.29 -0.14
H -0.80735 3.02342 5.65100 -0.04 -0.27 0.07
H -1.04945 1.66771 7.71604 -0.05 -0.16 -0.29
H -1.51290 -0.78207 7.55133 0.01 0.16 -0.25
H -1.77022 -1.85277 5.31504 0.03 0.34 0.08
H -1.55953 -0.47515 3.23808 -0.07 0.03 0.36
H 0.83279 3.94922 0.78033 0.18 0.22 0.22
H 3.11483 4.93397 0.87590 -0.09 -0.13 0.27
H 4.57943 4.51432 2.85407 -0.35 -0.10 -0.01
H 3.76396 3.05441 4.70600 -0.19 0.08 -0.25
H 1.48394 2.06193 4.59731 0.16 0.21 -0.10
```
Forces are in eV/Å.

## Properties
Kohn-Sham gap (spin up / spin down): 3.54 / 3.54 eV
ΔE to the lowest compared entry with this formula, charge and spin: 0.0000 eV
Charge: +3
HOMO (spin up / spin down): -17.3 / -17.3 eV

Atomic partial charges in e from the Löwdin method, atoms 1 to 6: 0.148 0.033 1.167 0.212 0.047 -0.171


Entry 2:
A molecular structure, C23H16BCl2F4NO2S, computed with ωB97M-V/def2-TZVPD.

XYZ file:
```
50
Properties=species:S:1:pos:R:3:forces:R:3
Cl -0.62452 -2.87865 2.47641 0.18 -0.24 0.24
C -0.58098 -3.85888 1.05880 0.02 -0.94 -1.11
N 0.25841 -3.46762 0.10041 -1.35 1.06 -0.27
F 0.23109 0.69323 0.42864 4.73 -2.57 0.72
C -0.04064 -3.84514 -1.14097 -0.38 -1.00 1.09
Cl 0.54900 -2.82632 -2.39893 0.31 -0.22 -0.23
C -0.84861 -4.96276 -1.41981 0.69 0.21 0.28
C -1.44448 -5.61743 -0.33111 -0.13 1.21 -0.03
C -1.44961 -4.95794 0.90773 0.82 0.17 0.03
H -0.91435 -5.29976 -2.44865 -0.21 -0.07 0.21
H -2.01449 -6.52671 -0.47803 0.00 0.09 0.01
H -2.02500 -5.28228 1.76771 -0.02 -0.07 -0.25
C -0.21627 6.11827 -1.57161 0.31 0.36 -0.24
C -0.20534 4.93744 -0.70280 -0.91 0.65 2.34
C -0.82205 4.85204 0.55285 1.39 0.96 -1.34
C -0.83480 3.53078 1.07585 -0.77 0.00 -0.70
C -0.60928 2.68996 0.01046 0.06 -1.33 0.66
B -1.06726 1.15725 -0.09665 -1.24 2.08 -0.36
C 1.88089 1.06695 0.37828 -1.66 -1.75 -0.08
C 2.57031 0.57902 -0.70363 0.55 -0.34 0.26
C 3.92571 0.24008 -0.41833 -1.16 0.80 -0.49
C 4.42820 0.41461 0.86426 0.44 -0.33 0.16
C 5.86381 -0.00036 1.15273 0.90 -0.49 0.04
F 6.20031 0.11897 2.47180 -0.40 -0.02 -1.19
F 6.07344 -1.31370 0.81119 -0.20 1.19 0.25
F 6.77561 0.73564 0.44048 -0.95 -0.62 0.62
C 3.63176 0.85945 1.90465 -0.56 0.32 -0.42
C 2.28653 1.19586 1.65970 0.63 0.32 1.22
O -2.05332 0.81613 0.90966 0.29 0.24 -0.28
C -2.92903 -0.00060 0.29818 0.10 -2.12 -0.75
C -2.58740 -0.16902 -1.07833 -0.01 -1.35 1.23
C -3.11806 -1.21557 -1.82732 0.17 1.24 -0.07
C -4.11156 -1.99802 -1.24894 -0.10 -0.10 -0.01
C -4.39449 -1.88930 0.11149 -0.16 -0.18 -0.29
C -3.73545 -0.96002 0.92063 0.08 0.68 -0.32
O -1.42565 0.48295 -1.35328 0.25 1.17 0.82
S 0.37979 3.41415 -1.21171 -1.80 0.23 -0.40
H -0.75594 6.91284 -1.06252 0.07 0.20 -0.09
H 0.80316 6.43565 -1.77291 0.08 0.35 -0.26
H -0.71976 5.89037 -2.51381 0.08 0.16 -0.03
H -1.32956 5.70021 1.01028 0.38 -0.08 -0.01
H -1.06744 3.27152 2.13340 -0.54 -0.03 -1.28
H 2.08818 0.40753 -1.66550 0.22 -0.03 0.29
H 4.55765 -0.15299 -1.20600 -0.12 0.03 0.01
H 4.03934 0.86885 2.90029 -0.09 0.25 0.19
H 1.63651 1.53187 2.47186 0.11 -0.32 -0.45
H -2.73720 -1.35823 -2.83449 -0.19 -0.14 0.07
H -4.62407 -2.72488 -1.87789 0.10 0.02 0.31
H -5.11795 -2.57827 0.54107 0.17 0.11 0.06
H -3.77514 -1.03718 2.00443 -0.19 0.28 -0.17
```
Forces are in eV/Å.

## Properties
Kohn-Sham gap: 6.43 eV
HOMO: -7.5 eV

Atomic partial charges in e from the Löwdin method, atoms 1 to 6: 0.695 -0.735 0.034 0.140 -0.740 0.692


Entry 3:
A molecular structure, C23H16CeO5P, computed with ωB97M-V/def2-TZVPD.

XYZ file:
```
46
Properties=species:S:1:pos:R:3:forces:R:3
O -0.44275 5.84778 -4.25668 -0.82 -8.20 2.99
C -0.55677 4.71268 -3.84204 0.82 8.19 -2.97
Ce -0.75283 -0.12864 -2.60560 -1.12 -2.74 8.32
C -0.61721 -2.45496 -3.43232 0.57 -5.25 -3.40
O -0.50098 -3.37726 -4.11690 -0.46 3.14 2.87
C -0.38069 -0.62222 -5.06023 0.90 1.42 -5.00
O -0.19941 -0.57133 -6.18956 -0.57 -0.47 3.40
C 1.50357 -0.84803 -3.22419 5.27 -1.92 -2.46
O 2.42858 -1.24223 -3.78080 -3.05 1.42 2.11
C -2.71027 -0.87884 -3.93859 -4.12 -2.02 -3.62
O -3.38516 -1.32112 -4.75161 2.02 1.45 2.63
H -0.66038 1.24932 -3.37945 0.43 5.20 -4.20
C 2.55982 3.00562 3.17144 -0.09 -0.10 -0.08
C 3.29688 2.37506 2.16615 -0.07 -0.15 -0.07
C 2.66148 1.54280 1.24946 -0.44 -0.10 -0.12
C 1.27132 1.32471 1.33440 0.31 0.58 -0.09
C 0.53317 1.96124 2.34547 0.08 -0.01 -0.02
C 1.18127 2.80006 3.26130 0.17 -0.22 -0.34
P 0.54304 0.15260 0.12754 0.10 -0.05 1.29
C 0.98089 -1.45214 0.87978 -0.18 -0.06 0.09
C 1.73708 -2.35440 0.12788 -0.32 0.13 -0.36
C 2.07251 -3.59741 0.64550 0.00 -0.22 0.47
C 1.67266 -3.94128 1.94807 0.18 0.15 -0.57
C 0.95015 -3.03195 2.72144 -0.04 0.31 -0.19
C 0.61355 -1.77776 2.19870 0.16 -0.42 -0.21
C -1.27442 0.34405 0.38695 -0.20 -0.46 -0.51
C -2.10546 -0.75247 0.69432 -0.16 0.19 0.00
C -3.48427 -0.56928 0.84197 -0.01 0.19 -0.22
C -4.04448 0.68665 0.60990 -0.08 0.17 -0.08
C -3.24791 1.76733 0.21769 0.15 -0.09 0.17
C -1.86885 1.59582 0.11731 0.25 -0.11 -0.35
H 3.06810 3.65497 3.88645 -0.20 -0.19 -0.23
H 4.37217 2.52362 2.09005 -0.24 0.02 0.06
H 3.22453 1.04218 0.45462 -0.04 0.24 0.33
H -0.54521 1.80614 2.43543 0.38 0.07 -0.02
H 0.60746 3.29428 4.03910 0.06 -0.10 -0.10
H 2.04322 -2.06528 -0.88944 0.00 -0.24 0.48
H 2.65055 -4.29409 0.04313 -0.09 0.09 0.18
H 1.94218 -4.91886 2.34661 -0.10 0.27 -0.06
H 0.64460 -3.30006 3.73240 0.10 0.11 -0.25
H 0.05736 -1.07267 2.81154 0.09 -0.06 -0.10
H -1.68723 -1.73996 0.86443 0.06 0.15 0.05
H -4.12966 -1.40189 1.12809 0.27 0.22 -0.07
H -5.11557 0.84029 0.72005 0.19 -0.11 0.01
H -3.68093 2.75245 0.03622 0.06 -0.34 0.03
H -1.22569 2.43449 -0.16598 -0.21 -0.09 0.18
```
Forces are in eV/Å.

## Properties
Kohn-Sham gap (spin up / spin down): 5.35 / 5.38 eV
2S+1: 2
Charge: +2
HOMO (spin up / spin down): -14.3 / -14.3 eV

Atomic partial charges in e from the Löwdin method, atoms 1 to 6: -0.032 0.059 0.830 -0.080 0.236 -0.110


Entry 4:
A molecular structure, C23H16Co2O11S2, computed with ωB97M-V/def2-TZVPD.

XYZ file:
```
54
Properties=species:S:1:pos:R:3:forces:R:3
C 1.11613 -3.21389 -0.03010 -0.16 2.24 0.98
O 0.75577 -1.82063 0.43503 -1.36 -2.51 -3.93
C 0.95527 -1.32664 1.63131 1.40 1.34 4.98
S 1.27604 0.43800 1.81087 -0.38 -3.09 -0.81
C 2.89734 0.58914 1.06559 0.03 0.43 -0.14
C 4.03910 0.34104 1.83372 0.26 0.12 -0.23
C 5.28812 0.29726 1.20678 -0.44 0.02 0.09
C 5.38068 0.49432 -0.17447 -0.12 -0.09 -0.20
C 4.23570 0.76319 -0.93465 0.06 -0.11 0.29
C 2.98963 0.82878 -0.30738 0.13 -0.06 0.03
O 0.32592 1.16009 0.98919 0.62 0.11 0.19
O 1.40528 0.73984 3.21791 -0.02 0.27 -0.01
S 1.09385 -2.28132 3.13480 -0.21 2.35 -2.34
C -0.18481 -1.56531 4.17869 0.02 -0.15 0.64
C 0.13912 -1.00659 5.41650 -0.28 0.03 -0.03
C -0.86546 -0.40538 6.18585 0.02 -0.20 -0.33
C -2.18183 -0.38036 5.71147 0.23 0.01 0.11
C -2.49901 -0.95211 4.47632 0.31 -0.28 -0.13
C -1.49973 -1.55756 3.71033 -0.01 0.16 0.35
O 0.69120 -3.65640 2.88094 0.13 0.01 0.15
O 2.37042 -1.99571 3.75737 -0.18 -0.59 0.76
H 0.52301 -3.31867 -0.93791 0.18 0.01 0.04
H 2.19175 -3.23500 -0.23427 -0.06 -0.17 0.05
H 0.81576 -3.92796 0.73559 0.17 0.06 -0.21
H 3.94619 0.18629 2.90650 -0.09 -0.08 -0.23
H 6.17835 0.08500 1.80578 -0.25 0.10 -0.25
H 6.34821 0.41081 -0.66924 -0.16 0.08 0.10
H 4.29592 0.90088 -2.01788 0.06 0.01 0.38
H 2.08784 1.06337 -0.87123 0.15 -0.12 0.14
H 1.17376 -1.02631 5.76185 -0.29 0.02 -0.22
H -0.59766 0.04736 7.14529 -0.20 -0.13 -0.31
H -2.96365 0.08595 6.30887 0.13 -0.04 -0.12
H -3.52137 -0.93637 4.09465 0.26 0.05 0.17
H -1.72055 -2.00598 2.74350 0.04 0.17 0.15
O 1.13259 2.04618 -5.74364 -0.97 0.71 0.02
C 0.00881 2.25110 -5.53497 0.30 -1.57 0.30
Co -1.69764 2.38002 -5.15177 -1.09 -0.20 1.12
C -1.70949 3.64374 -3.93833 0.32 1.65 1.73
O -1.69418 4.48517 -3.13902 -0.05 -0.88 -0.93
C -2.64977 2.87535 -6.55553 -0.72 -0.39 -1.36
O -3.26014 3.19307 -7.49065 0.50 0.02 0.71
C -1.99370 0.49319 -4.46917 3.09 -0.88 -2.35
C -1.57543 0.19412 -3.17513 2.85 -1.18 -0.29
C -0.62456 -0.11842 -2.28936 -0.53 -0.13 -0.17
Co -3.30179 0.67835 -3.25193 -3.76 2.49 1.54
C -3.52603 1.80063 -1.82102 -1.39 1.08 1.22
O -4.04930 2.46032 -1.03000 1.23 -0.91 -1.04
C -4.12757 -0.80111 -2.66299 -0.54 -0.83 -0.46
O -4.77966 -1.71425 -2.38212 0.95 1.14 -0.11
C -4.62429 1.33190 -4.25374 -1.27 0.10 -1.21
O -5.49317 1.68408 -4.93016 0.97 -0.27 0.80
H -2.04263 -0.16885 -5.34064 0.18 -0.12 0.55
H -0.87829 -0.14509 -1.22745 0.33 -0.04 -0.24
H 0.39994 -0.38862 -2.57994 -0.41 0.23 0.05
```
Forces are in eV/Å.

## Properties
Kohn-Sham gap: 5.50 eV
ΔE to the lowest compared entry with this formula, charge and spin: 0.8031 eV
Charge: -2
HOMO: -1.1 eV

Atomic partial charges in e from the Löwdin method, atoms 1 to 6: -0.010 -0.216 -0.537 0.662 -0.266 -0.064


Entry 5:
A molecular structure, C23H16FN2NiO6PS5, computed with ωB97M-V/def2-TZVPD.

XYZ file:
```
55
Properties=species:S:1:pos:R:3:forces:R:3
Ni -0.59166 2.46238 0.21335 -0.21 0.27 0.44
S -2.85078 -0.49405 6.45058 0.00 0.01 -0.01
C -2.44136 0.32110 5.04921 0.07 -0.02 0.01
S -3.16445 0.02408 3.52447 0.00 0.00 0.00
C -2.26363 1.17970 2.57619 0.11 0.08 0.02
C -1.33149 1.89648 3.25456 -0.08 -0.03 -0.08
S -0.29125 3.08395 2.54672 -0.06 -0.02 -0.06
S -1.22450 1.52382 4.95916 -0.06 0.03 0.00
S -2.58312 1.33678 0.87085 -0.07 -0.08 0.05
O 2.91101 4.56218 0.35643 0.21 0.09 0.05
C 2.04360 3.72923 0.11517 -0.11 -0.02 -0.09
O 0.79697 3.94412 -0.02670 -0.07 -0.15 -0.14
C 2.50801 2.27480 -0.15111 0.00 -0.05 -0.01
P 1.23035 1.03922 0.25177 0.24 -0.20 -0.02
C 1.62185 -0.32385 -0.90655 -0.05 0.07 -0.01
C 1.23938 -0.15772 -2.23930 0.10 0.03 0.02
C 1.50389 -1.14894 -3.17083 0.01 -0.02 -0.02
C 2.14782 -2.31620 -2.78333 0.00 0.00 -0.01
C 2.53764 -2.48314 -1.46290 0.01 0.01 0.02
C 2.27832 -1.49112 -0.52754 -0.08 -0.04 0.02
C 1.56512 0.31056 1.87970 0.00 0.08 0.00
C 2.64434 0.65788 2.68219 -0.02 -0.02 0.00
C 2.76573 0.12044 3.95662 0.00 0.00 0.01
C 1.80829 -0.75942 4.43838 0.02 -0.01 0.00
C 0.72358 -1.10564 3.64371 0.01 -0.05 0.00
C 0.60197 -0.57084 2.37210 0.01 0.00 0.00
H 3.48910 2.06743 0.27598 -0.02 0.06 0.00
H 2.60024 2.20480 -1.24035 0.02 -0.01 0.03
H 0.73239 0.74886 -2.54762 0.00 0.02 -0.04
H 1.18681 -1.01011 -4.19668 -0.01 0.02 -0.01
H 2.33581 -3.09887 -3.50729 0.00 -0.02 -0.02
H 3.03377 -3.39508 -1.15474 0.00 -0.02 0.01
H 2.56212 -1.63684 0.50693 0.03 0.00 0.01
H 3.37079 1.37994 2.33453 0.02 0.01 -0.02
H 3.59870 0.41245 4.58402 0.01 0.01 0.01
H 1.88988 -1.15428 5.44340 -0.01 -0.01 0.01
H -0.04604 -1.76374 4.02731 -0.01 -0.01 0.01
H -0.26617 -0.80973 1.76712 -0.01 -0.02 -0.02
F -0.78418 -2.76819 -0.63346 -0.04 0.02 -0.04
C -1.56362 -2.23290 -1.58897 -0.01 -0.02 -0.03
C -1.87495 -0.93026 -1.57684 0.11 -0.11 0.10
N -2.67847 -0.35289 -2.52580 -0.05 -0.15 -0.08
C -2.85081 1.10198 -2.50871 -0.02 0.02 -0.11
C -1.47922 1.75643 -2.78515 -0.25 0.27 -0.03
O -1.06442 1.70914 -3.94343 0.06 -0.20 -0.11
O -0.87872 2.27346 -1.80042 0.18 0.16 0.10
C -3.22687 -1.09401 -3.54396 0.06 -0.06 0.11
O -3.98798 -0.66695 -4.38778 -0.09 0.07 -0.13
N -2.85664 -2.43099 -3.53169 -0.01 -0.06 -0.07
C -2.04098 -3.11059 -2.63385 -0.02 0.07 0.10
O -1.81438 -4.29898 -2.76350 0.03 -0.07 -0.03
H -1.52518 -0.26681 -0.79097 -0.02 -0.04 -0.05
H -3.26720 1.39704 -1.54836 0.00 0.01 -0.02
H -3.53722 1.33680 -3.31835 0.04 0.04 0.06
H -3.24218 -2.98290 -4.28424 0.02 0.04 0.05
```
Forces are in eV/Å.

## Properties
Kohn-Sham gap (spin up / spin down): 5.97 / 6.08 eV
ΔE to the lowest compared entry with this formula, charge and spin: 0.0000 eV
2S+1: 3
Charge: -2
HOMO (spin up / spin down): -1.7 / -1.8 eV

Atomic partial charges in e from the Löwdin method, atoms 1 to 6: 0.176 0.371 -1.548 0.865 -1.150 -1.156


In order of appearance, total energy = -3786.3372, -2834.1426, -2077.9778, -5275.4482, -5387.7641 Eh.
In order of appearance, max |F| = 4.63, 5.43, 8.83, 5.35, 0.56 eV Å⁻¹.